Entry from OMol25: a cluster of 2 separate species, C6H7BS in total in a non-equilibrium geometry (ωB97M-V with the def2-TZVPD basis set).

Atoms and positions in Å:
H (0.36, 1.19, 2.19)
C (1.41, -0.22, 0.95)
H (-2.73, -2.15, 0.41)
H (2.34, -1.49, -0.51)
C (0.62, 0.89, 1.18)
H (-0.51, 2.49, 0.26)
H (-1.80, -0.94, -0.94)
C (1.73, -0.62, -0.33)
C (0.50, 1.19, -1.12)
H (1.79, -0.78, 1.79)
C (1.25, 0.11, -1.43)
H (1.48, -0.19, -2.44)
C (0.12, 1.63, 0.11)
S (-3.88, 0.05, 0.05)
B (-2.68, -1.14, -0.19)

Summary:
Molecular weight in g/mol: 122.00
Relative energy (zero: lowest compared OMol25 entry of this formula, charge and spin) in kJ/mol: 185.3